# 1
Molecular formula: C2H3NOS
Method: DFT, ωB97M-V/def2-TZVPD

Atoms and positions in Å:
C  1.07183  -0.66048  0.21132
C  -0.92334  0.46636  -0.07796
H  0.00661  -1.37247  0.82010
H  0.54921  1.49910  -0.45376
H  -1.37616  1.43006  0.14694
N  0.35672  0.50205  -0.13643
O  2.21496  -0.95450  -0.31920
S  -1.89983  -0.91011  -0.19101

energy above the lowest of the compared OMol25 structures with the same formula, charge and spin = 243.62 kJ/mol
lowest unoccupied orbital energy = -0.6 eV
highest occupied orbital energy = -9.011 eV
frontier orbital gap = 8.368 eV


# 2
Molecular formula: C8H15Cl2NO3
Method: DFT, ωB97M-V/def2-TZVPD

Atoms and positions in Å:
C  -3.72736  0.72970  0.96663
C  -2.80448  -0.17535  0.13099
C  -1.59217  0.58723  -0.39840
C  -1.87776  1.23122  -1.73849
O  -0.75432  1.89002  -2.31361
C  0.41394  1.88734  -1.54091
Cl  1.72818  2.46584  -2.54108
C  0.80588  0.49357  -1.00590
Cl  1.69603  0.65280  0.48714
N  -0.42984  -0.31414  -0.67737
H  -4.49755  1.19585  0.36090
H  -4.19453  0.13824  1.74786
H  -3.16555  1.51492  1.47027
H  -3.37588  -0.58176  -0.70212
H  -2.46199  -0.98666  0.77286
H  -1.28205  1.29989  0.36220
H  -2.16566  0.42642  -2.42458
H  -2.73045  1.90470  -1.67955
H  0.33552  2.57967  -0.70381
H  1.40639  -0.05635  -1.72330
H  -0.66445  -0.89001  -1.48972
H  -0.22546  -0.95597  0.09378
C  3.91967  -1.56916  1.84964
C  4.66456  -2.92668  1.72481
O  5.87982  -2.86414  1.46301
O  3.92933  -3.92695  1.88351
H  4.58748  -0.72019  1.68660
H  3.12259  -1.54790  1.10076
H  3.46008  -1.48216  2.83788

lowest unoccupied orbital energy = -1.2 eV
highest occupied orbital energy = -5.996 eV
frontier orbital gap = 4.771 eV


# 3
Molecular formula: C5H8CdNaO5
Method: DFT, ωB97M-V/def2-TZVPD

Atoms and positions in Å:
C  -2.07534  1.02166  -2.48441
O  -3.07886  1.72821  -2.65886
O  -2.06436  -0.06610  -1.83807
Na  -3.76600  3.46471  -3.71835
O  -0.87535  1.29255  0.65211
C  0.18034  1.65674  1.40957
C  1.33712  0.74737  1.30993
O  1.12835  -0.28267  0.62836
C  1.83096  -1.56350  0.56346
C  0.68337  -2.57529  0.67098
O  -0.38173  -2.21816  -0.12718
Cd  -1.07691  -0.43808  -0.21284
H  -0.00061  1.68590  2.51618
H  0.58523  2.67838  1.21016
H  2.26531  0.85462  1.88780
H  -1.08698  1.38503  -2.89090
H  2.57380  -1.60598  1.36831
H  2.29733  -1.56647  -0.42747
H  0.40616  -2.64265  1.74342
H  1.11817  -3.55627  0.39783

net charge = +1
energy above the lowest of the compared OMol25 structures with the same formula, charge and spin = 83.09 kJ/mol
lowest unoccupied orbital energy = -4.1 eV
highest occupied orbital energy = -11.817 eV
frontier orbital gap = 7.681 eV


# 4
Molecular formula: C14H19N3O6Pt
Method: DFT, ωB97M-V/def2-TZVPD

Atoms and positions in Å:
Pt  0.41321  -0.26643  0.10482
O  -0.09167  -1.22630  1.92042
C  -1.02034  -2.31219  2.07975
C  -2.42733  -1.92652  2.53314
N  -3.32378  -1.26688  1.54325
C  -4.04542  -0.27647  1.87686
C  -2.05690  2.21644  1.48215
O  -3.07567  2.42248  0.97410
O  -1.05817  1.98395  2.02541
C  -3.36538  -1.82155  0.18081
C  -2.07170  -1.45491  -0.56835
O  -1.62217  -2.21173  -1.39114
O  -1.57498  -0.32179  -0.15463
H  0.21601  -0.85350  2.75526
H  -1.00982  -2.85868  1.13943
H  -0.62987  -2.98365  2.84531
H  -2.93002  -2.85213  2.82373
H  -2.38291  -1.28078  3.40918
H  -4.72642  0.15967  1.15668
H  -3.98888  0.11954  2.88385
H  -3.43630  -2.90622  0.23926
H  -4.23845  -1.43434  -0.34043
C  4.70292  -0.20191  0.82916
C  3.36722  0.34997  0.45324
O  2.35230  -0.36150  0.66982
N  3.31931  1.55397  -0.10008
C  2.10786  2.26515  -0.50170
C  1.51855  1.70126  -1.76784
C  1.74441  2.28416  -2.99806
C  1.22318  1.69785  -4.14311
C  0.48769  0.53272  -4.02139
C  0.28173  -0.00352  -2.76571
N  0.78306  0.57676  -1.66226
H  4.58395  -0.91031  1.64378
H  5.40266  0.58128  1.11360
H  5.10928  -0.73921  -0.03023
H  4.20118  2.02626  -0.22798
H  2.38353  3.30490  -0.65731
H  1.37927  2.22910  0.31021
H  2.32657  3.19360  -3.05637
H  1.39387  2.14549  -5.11276
H  0.06819  0.03424  -4.88302
H  -0.28973  -0.90827  -2.61084

net charge = +2
energy above the lowest of the compared OMol25 structures with the same formula, charge and spin = 0.00 kJ/mol
lowest unoccupied orbital energy = -6.8 eV
highest occupied orbital energy = -15.638 eV
frontier orbital gap = 8.867 eV